[1]
{
  "formula": "C6H9NO",
  "method": "the ωB97M-V functional and the def2-TZVPD basis",
  "multiplicity": 1,
  "e_lumo_ev": 0.89,
  "energy_ev": -9899.6237,
  "species": ["C", "C", "C", "C", "C", "C", "H", "H", "H", "H", "H", "H", "H", "H", "H", "N", "O"],
  "coordinates": [[-0.0977, 1.2596, -0.1881], [-1.0480, 0.1221, -0.7838], [-0.3452, -1.1073, -1.2776], [0.6628, -1.5146, -0.1148], [1.6900, -0.7966, 0.7836], [-0.5893, 0.1690, 0.8311], [-0.6006, 2.8228, 0.5299], [0.9544, 1.0640, -0.4897], [-2.0906, 0.0441, -0.8740], [-1.1132, -1.8711, -1.4134], [0.1788, -1.1734, -2.2082], [1.0689, -2.5647, -0.1719], [2.3699, -1.5779, 1.3021], [1.7558, 0.5422, 0.6325], [-1.2545, 0.3655, 1.8018], [0.2610, -1.0152, 1.2364], [-0.5913, 2.5827, -0.4083]],
  "atomic_forces_ev_per_a": [[-1.97, -2.56, -2.23], [3.35, -0.02, 3.56], [1.20, -0.64, 1.88], [0.84, -1.41, 0.07], [-1.45, 2.86, -0.46], [-1.31, 0.69, 0.68], [-0.38, 1.23, -0.29], [-1.10, 0.78, -0.37], [-1.26, 1.23, -0.36], [0.17, -0.39, 0.57], [0.44, 0.92, -0.76], [-1.20, 0.78, 0.11], [-0.65, 2.18, -0.90], [1.31, -4.94, 1.03], [0.97, 0.11, -2.83], [0.21, 0.60, -1.98], [0.83, -1.41, 2.28]],
  "mulliken_charge": [-0.2294, -0.4290, -0.7057, -0.1106, -0.2436, -0.1377, 0.3621, 0.3819, 0.3639, 0.3498, 0.3501, 0.3064, 0.2398, 0.1393, 0.3380, -0.4708, -0.5045]
}

***

[2]
{
  "formula": "C4H8O2",
  "method": "the ωB97M-V functional and the def2-TZVPD basis",
  "smiles": "C=CC=O.CO",
  "multiplicity": 1,
  "e_lumo_ev": 0.45,
  "energy_ev": -8371.0046,
  "species": ["C", "C", "C", "O", "H", "H", "H", "H", "C", "O", "H", "H", "H", "H"],
  "coordinates": [[-0.6385, -0.4728, 1.8165], [-1.4977, -0.6113, 0.8071], [-1.7998, 0.5225, -0.0986], [-2.6073, 0.4585, -0.9994], [-0.1495, 0.4804, 2.0045], [-0.3539, -1.3026, 2.4565], [-1.9779, -1.5581, 0.5707], [-1.2121, 1.4446, 0.0850], [1.9635, 0.3567, -1.2855], [1.0530, 0.0641, -0.2527], [1.4668, 0.4292, -2.2618], [2.7713, -0.3849, -1.3449], [2.3959, 1.3289, -1.0409], [0.5861, -0.7553, -0.4567]],
  "atomic_forces_ev_per_a": [[-0.16, -0.02, -0.08], [0.05, -0.03, 0.19], [-0.24, -0.04, -0.14], [0.32, 0.02, 0.29], [-0.10, -0.15, -0.05], [-0.16, 0.10, -0.03], [-0.02, 0.12, 0.09], [-0.15, -0.09, 0.05], [0.34, 0.16, -0.32], [-0.06, -0.20, -0.04], [0.10, 0.00, 0.12], [-0.09, 0.12, -0.02], [0.03, -0.11, -0.13], [0.14, 0.13, 0.07]],
  "mulliken_charge": [-0.4842, -0.2947, 0.1447, -0.4981, 0.2350, 0.2641, 0.3367, 0.2872, -0.6379, -0.4055, 0.2775, 0.2584, 0.2087, 0.3081]
}

***

[3]
{
  "formula": "C4H8O3",
  "method": "the ωB97M-V functional and the def2-TZVPD basis",
  "smiles": "O=CCC(=O)CO.[H][H]",
  "multiplicity": 1,
  "e_lumo_ev": 0.18,
  "energy_ev": -10418.1527,
  "species": ["O", "C", "C", "C", "O", "C", "O", "H", "H", "H", "H", "H", "H", "H", "H"],
  "coordinates": [[-0.7429, 1.7944, 0.1219], [-0.9223, 0.7656, -0.4835], [-0.7237, -0.6041, 0.1490], [0.7854, -0.6974, 0.1085], [1.3783, -1.0850, -0.8773], [1.5203, -0.1044, 1.2860], [2.8966, -0.1135, 1.0790], [-1.1579, 0.7460, -1.5637], [-1.1747, -1.4055, -0.4429], [-1.1037, -0.6109, 1.1754], [1.1235, 0.9155, 1.4284], [1.2433, -0.6785, 2.1845], [3.0213, -0.4305, 0.1683], [-2.8599, 1.1892, -0.0007], [-3.1341, 0.5594, -0.2808]],
  "atomic_forces_ev_per_a": [[0.22, -0.41, -0.39], [0.39, 0.45, 0.11], [0.03, -0.05, 0.06], [0.27, -0.09, -0.20], [-0.17, 0.04, 0.43], [-0.21, -0.09, 0.05], [0.13, -0.02, -0.12], [0.08, 0.11, 0.09], [0.10, 0.20, 0.03], [0.10, 0.10, -0.17], [0.09, -0.18, -0.01], [0.09, 0.04, -0.10], [0.08, 0.00, 0.13], [-0.72, -0.16, -0.01], [-0.50, 0.05, 0.10]],
  "mulliken_charge": [-0.4743, -0.2679, -0.4106, 0.6904, -0.6111, -0.5411, -0.5363, 0.4718, 0.3415, 0.3137, 0.2848, 0.2948, 0.3706, 0.0058, 0.0678]
}

***

Across the entries above, HOMO level takes the values -9.0, -9.8, -10.4 eV, respectively.